Molecular formula: C10H20MnN3O3
Method: DFT, ωB97M-V with the def2-TZVPD basis set

## Properties
Multiplicity   6
Expectation value of S²   8.7700
Charge   -1
Frontier orbital gap (alpha / beta)   0.122 / 0.140 hartree
Relative energy (zero: lowest compared OMol25 entry of this formula, charge and spin)   0.0 kcal per mole

Last column: Mulliken spin population.
Positions of all 37 atoms, in Å:
Mn1 0.315 -0.481 -0.561  4.868
N1 0.383 -0.318 1.781  0.046
C1 1.094 0.929 2.059  -0.051
C2 0.151 2.131 2.057  0.003
C3 -0.822 2.186 0.880  -0.052
N2 -0.141 1.951 -0.388  0.096
H1 -0.362 -0.499 2.445  0.006
H2 1.031 -1.105 1.781  -0.007
H3 1.833 1.014 1.255  0.014
H4 1.630 0.905 3.016  0.004
H5 0.765 3.038 2.059  0.000
H6 -0.434 2.157 2.984  0.001
H7 -1.359 3.144 0.914  -0.002
H8 -1.576 1.400 0.987  0.014
H9 0.606 2.616 -0.549  -0.024
H10 -0.793 2.012 -1.167  -0.009
C4 3.471 -2.791 -0.339  0.032
O1 2.622 -1.816 0.183  -0.020
C5 2.244 -0.742 -0.775  0.057
C6 3.468 -0.051 -1.298  -0.039
H11 3.057 -3.207 -1.272  0.011
H12 3.574 -3.598 0.397  -0.014
H13 4.477 -2.408 -0.564  0.002
H14 4.142 -0.645 -1.944  0.022
H15 4.128 0.359 -0.496  0.028
H16 3.144 0.799 -1.910  -0.007
O2 -2.828 1.614 -2.211  0.005
C7 -2.876 0.490 -1.731  -0.015
C8 -4.190 -0.207 -1.345  0.003
C9 -3.724 -1.411 -0.534  -0.005
C10 -2.212 -1.351 -0.707  -0.077
O3 -1.423 -2.129 -0.165  0.025
N3 -1.804 -0.299 -1.446  0.080
H17 -4.719 -0.479 -2.260  0.000
H18 -4.820 0.493 -0.798  0.000
H19 -4.099 -2.377 -0.871  -0.001
H20 -3.953 -1.322 0.529  0.002


Molecular formula: C7H5N10SSe3TaTe
Method: DFT, ωB97M-V with the def2-TZVPD basis set

## Properties
Multiplicity   1
Frontier orbital gap   0.255 hartree
Relative energy (zero: lowest compared OMol25 entry of this formula, charge and spin)   14.4 kcal per mole

Last column: Löwdin charge in e.
Positions of all 28 atoms, in Å:
Ta1 1.503 0.447 -0.660  0.725
N1 -1.776 1.531 -1.806  0.174
C1 -1.209 2.110 -0.711  -0.438
N2 -1.792 2.944 0.122  0.060
N3 -0.866 3.212 1.059  -0.052
N4 0.223 2.584 0.826  -0.073
N5 0.060 1.865 -0.320  -0.225
C2 -1.136 0.552 -2.504  -0.437
N6 -1.539 0.005 -3.628  0.059
N7 -0.570 -0.867 -3.953  -0.046
N8 0.366 -0.872 -3.086  -0.110
N9 0.044 0.029 -2.105  -0.230
H1 -2.669 1.865 -2.127  0.160
S1 1.615 -1.993 -0.298  0.549
C3 0.479 -1.803 0.990  -0.745
C4 0.106 -2.812 1.876  -0.074
C5 -0.789 -2.495 2.877  -0.049
C6 -1.294 -1.199 2.968  -0.049
C7 -0.876 -0.261 2.050  -0.109
N10 -0.011 -0.559 1.076  -0.077
H2 0.532 -3.799 1.765  0.110
H3 -1.090 -3.251 3.591  0.114
H4 -1.995 -0.924 3.742  0.109
H5 -1.236 0.761 2.074  0.102
Se1 3.048 0.899 1.235  0.084
Se2 4.773 0.102 -0.197  -0.051
Te1 3.529 -0.175 -2.419  0.498
Se3 2.569 2.103 -2.435  0.021


Number 1: energy -1934.00109 Ha. Number 2: energy -8744.93472 Ha.